Entry 1:
ORCA calculation (the ωB97M-V functional and the def2-TZVPD basis) on 2 unconnected molecules or ions with the total composition C4H12 at a distorted geometry.

Element x y z (Å)
C1 0.5732 -1.6963 0.5088
C2 1.9461 -1.4398 1.1461
H1 -0.0412 -2.2998 1.1790
H2 0.0220 -0.7760 0.3147
H3 0.6200 -2.2310 -0.4399
H4 1.8392 -0.6814 1.9213
H5 2.6301 -1.0703 0.3895
H6 2.2604 -2.3318 1.6838
C3 -0.5033 1.3895 -1.0483
C4 -1.9289 1.7163 -0.5661
H7 0.0426 0.9328 -0.2412
H8 -0.5154 0.7746 -1.9506
H9 -0.0431 2.2920 -1.4508
H10 -2.2905 0.9925 0.1610
H11 -1.9817 2.7412 -0.2025
H12 -2.6293 1.6875 -1.4050

Computed properties:
- E_LUMO: 1.16 eV
- SMILES: CC.CC
- Relative energy (zero: lowest compared OMol25 entry of this formula, charge and spin): 7.2 kcal/mol
- Highest occupied orbital energy: -0.428 Eh

Mulliken population analysis, charges in e, atoms 1 to 6:
1. C -0.50
2. C -0.86
3. H 0.31
4. H -0.13
5. H 0.26
6. H 0.27

***

Entry 2:
ORCA calculation (the ωB97M-V functional and the def2-TZVPD basis) on 2 unconnected molecules or ions with the total composition C4H12 at a distorted geometry.

Element x y z (Å)
C1 1.4752 0.9716 -0.1127
C2 1.5526 2.0763 0.9844
H1 0.9465 1.2951 -1.0675
H2 2.5153 0.7859 -0.4546
H3 1.1666 0.0961 0.3990
H4 1.1389 1.8114 1.9640
H5 1.2147 3.0254 0.5273
H6 2.5696 2.3102 1.2331
C3 -2.0886 -1.0836 -0.2334
C4 -1.0432 -2.0692 -0.6582
H7 -3.0850 -1.1373 -0.6806
H8 -2.1649 -1.0819 0.8158
H9 -1.8897 -0.1328 -0.5833
H10 -0.7779 -1.8144 -1.6653
H11 -0.1205 -1.8855 -0.0212
H12 -1.4096 -3.1674 -0.4468

Computed properties:
- E_LUMO: 1.14 eV
- SMILES: CC.CC
- Relative energy (zero: lowest compared OMol25 entry of this formula, charge and spin): 21.6 kcal/mol
- Highest occupied orbital energy: -0.418 Eh

Mulliken population analysis, charges in e, atoms 1 to 6:
1. C -0.56
2. C -0.87
3. H 0.29
4. H 0.31
5. H 0.02
6. H 0.30

***

Entry 3:
ORCA calculation (the ωB97M-V functional and the def2-TZVPD basis) on 2 unconnected molecules or ions with the total composition C4H12 at a distorted geometry.

Element x y z (Å)
C1 -1.1401 -0.8238 -1.2653
C2 -0.4837 -1.4974 -2.4412
H1 -1.2059 -1.4558 -0.3821
H2 -0.5970 0.0824 -1.0036
H3 -2.1529 -0.5099 -1.5307
H4 -0.8387 -2.4997 -2.6842
H5 0.6027 -1.4855 -2.3662
H6 -0.6783 -1.0348 -3.4239
C3 0.5102 1.5449 1.2945
C4 1.0793 0.7969 2.4746
H7 -0.5309 1.2721 1.1337
H8 0.6871 2.6174 1.3830
H9 0.9808 1.3068 0.3339
H10 2.0572 1.1004 2.8572
H11 0.4326 0.8465 3.3528
H12 1.2775 -0.2605 2.2674

Computed properties:
- E_LUMO: 1.13 eV
- SMILES: CC.CC
- Relative energy (zero: lowest compared OMol25 entry of this formula, charge and spin): 6.2 kcal/mol
- Highest occupied orbital energy: -0.427 Eh

Mulliken population analysis, charges in e, atoms 1 to 6:
1. C -0.48
2. C -0.98
3. H 0.29
4. H 0.01
5. H 0.28
6. H 0.30

***

Entry 4:
ORCA calculation (the ωB97M-V functional and the def2-TZVPD basis) on 2 unconnected molecules or ions with the total composition C4H12 at a distorted geometry.

Element x y z (Å)
C1 1.4177 -1.5533 2.5101
C2 0.7371 -1.6784 1.1182
H1 1.5430 -2.5384 2.8823
H2 2.1781 -0.8030 2.7193
H3 0.6944 -1.1477 3.2427
H4 -0.3941 -2.0584 0.9859
H5 1.3429 -2.3748 0.5762
H6 0.6244 -0.7122 0.5386
C3 -0.7502 2.3622 -1.9535
C4 -1.2238 0.8835 -1.7050
H7 -1.6963 2.9588 -2.0995
H8 -0.1216 2.7613 -1.1086
H9 -0.1239 2.2461 -2.9394
H10 -2.0996 0.7395 -2.2384
H11 -1.6811 0.7568 -0.7249
H12 -0.4469 0.1581 -1.8042

Computed properties:
- E_LUMO: 1.07 eV
- SMILES: CC.CC
- Relative energy (zero: lowest compared OMol25 entry of this formula, charge and spin): 28.8 kcal/mol
- Highest occupied orbital energy: -0.413 Eh

Mulliken population analysis, charges in e, atoms 1 to 6:
1. C -0.92
2. C -0.61
3. H 0.28
4. H 0.32
5. H 0.28
6. H 0.24

***

Entry 5:
ORCA calculation (the ωB97M-V functional and the def2-TZVPD basis) on 2 unconnected molecules or ions with the total composition C4H12 at a distorted geometry.

Element x y z (Å)
C1 -0.9158 1.4857 -0.4494
C2 -2.4131 1.1453 -0.3340
H1 -0.6985 2.5471 -0.3354
H2 -0.3432 1.0111 0.3402
H3 -0.5921 1.1729 -1.4359
H4 -3.0298 2.0389 -0.2550
H5 -2.7354 0.6475 -1.2482
H6 -2.7036 0.5071 0.4993
C3 1.5896 -1.7261 1.0222
C4 1.7939 -0.9317 -0.2759
H7 2.4337 -2.3537 1.2954
H8 1.4456 -1.0290 1.8486
H9 0.7214 -2.3857 0.9819
H10 1.0437 -0.1462 -0.2381
H11 2.7884 -0.4931 -0.2242
H12 1.6151 -1.4898 -1.1915

Computed properties:
- E_LUMO: 1.13 eV
- SMILES: CC.CC
- Relative energy (zero: lowest compared OMol25 entry of this formula, charge and spin): 7.3 kcal/mol
- Highest occupied orbital energy: -0.421 Eh

Mulliken population analysis, charges in e, atoms 1 to 6:
1. C -0.66
2. C -0.88
3. H 0.37
4. H 0.04
5. H 0.27
6. H 0.26

***

Entry 6:
ORCA calculation (the ωB97M-V functional and the def2-TZVPD basis) on 2 unconnected molecules or ions with the total composition C4H12 at a distorted geometry.

Element x y z (Å)
C1 -1.5604 1.0469 1.3236
C2 -0.9464 0.1949 2.5024
H1 -2.0042 2.0156 1.6450
H2 -0.6597 1.2425 0.7157
H3 -2.0568 0.3068 0.7879
H4 -0.5787 0.8279 3.3057
H5 -0.1345 -0.4204 2.0853
H6 -1.6510 -0.2457 3.0664
C3 0.6745 -0.9887 -1.5939
C4 1.8307 -0.2698 -2.2287
H7 0.9803 -1.8993 -1.3346
H8 0.1532 -0.4072 -0.7383
H9 -0.2260 -1.2268 -2.2081
H10 1.9124 0.7730 -1.8950
H11 1.5128 -0.1315 -3.3038
H12 2.7622 -0.7349 -2.1466

Computed properties:
- E_LUMO: 1.11 eV
- SMILES: CC.CC
- Relative energy (zero: lowest compared OMol25 entry of this formula, charge and spin): 31.6 kcal/mol
- Highest occupied orbital energy: -0.409 Eh

Mulliken population analysis, charges in e, atoms 1 to 6:
1. C -0.69
2. C -0.91
3. H 0.31
4. H 0.12
5. H 0.29
6. H 0.29

***

Entry 7:
ORCA calculation (the ωB97M-V functional and the def2-TZVPD basis) on 2 unconnected molecules or ions with the total composition C4H12 at a distorted geometry.

Element x y z (Å)
C1 0.8228 0.0709 -1.8941
C2 0.3376 1.5277 -1.8001
H1 0.0827 -0.5216 -2.4249
H2 1.8128 -0.0580 -2.3150
H3 0.8855 -0.3655 -0.9000
H4 -0.6413 1.6101 -2.2812
H5 0.9562 2.2144 -2.3809
H6 0.2464 1.8987 -0.7891
C3 -0.2731 -0.6474 2.5075
C4 -0.8384 -0.9330 1.1595
H7 -0.6187 0.2988 2.9258
H8 -0.4599 -1.3709 3.3081
H9 0.8166 -0.5551 2.5181
H10 -0.6920 -1.9889 0.8978
H11 -0.5049 -0.3197 0.3289
H12 -1.9323 -0.8604 1.1397

Computed properties:
- E_LUMO: 1.14 eV
- SMILES: CC.CC
- Relative energy (zero: lowest compared OMol25 entry of this formula, charge and spin): 7.7 kcal/mol
- Highest occupied orbital energy: -0.423 Eh

Mulliken population analysis, charges in e, atoms 1 to 6:
1. C -0.78
2. C -0.82
3. H 0.27
4. H 0.32
5. H 0.19
6. H 0.25

***

Entry 8:
ORCA calculation (the ωB97M-V functional and the def2-TZVPD basis) on 2 unconnected molecules or ions with the total composition C4H12 at a distorted geometry.

Element x y z (Å)
C1 0.3491 1.6276 -1.5201
C2 1.1979 0.4509 -2.0211
H1 -0.2577 2.1297 -2.2228
H2 -0.2761 1.2705 -0.6292
H3 1.0719 2.3833 -1.0781
H4 0.9503 0.3146 -3.2092
H5 2.2197 0.6142 -1.9004
H6 0.8789 -0.5435 -1.5831
C3 -0.7121 -0.6192 1.1908
C4 -0.8299 -1.4657 2.4204
H7 -1.6854 -0.2689 0.7783
H8 -0.1340 0.2592 1.2983
H9 -0.3324 -1.2277 0.4106
H10 -1.7133 -1.2058 2.8973
H11 -0.7650 -2.5508 2.0883
H12 0.0382 -1.1683 3.0800

Computed properties:
- E_LUMO: 1.14 eV
- SMILES: CC.CC
- Relative energy (zero: lowest compared OMol25 entry of this formula, charge and spin): 22.6 kcal/mol
- Highest occupied orbital energy: -0.416 Eh

Mulliken population analysis, charges in e, atoms 1 to 6:
1. C -0.54
2. C -0.70
3. H 0.33
4. H 0.00
5. H 0.22
6. H 0.21

***

Entry 9:
ORCA calculation (the ωB97M-V functional and the def2-TZVPD basis) on 2 unconnected molecules or ions with the total composition C4H12 at a distorted geometry.

Element x y z (Å)
C1 -0.9012 -1.4648 1.0831
C2 0.4354 -1.2870 1.8005
H1 -0.6727 -1.8596 0.0690
H2 -1.2681 -2.4576 1.3314
H3 -1.6987 -0.7412 1.0652
H4 1.1702 -2.0416 1.4936
H5 0.8759 -0.3367 1.4996
H6 0.3661 -1.3459 2.8869
C3 0.3821 1.7469 -2.1204
C4 0.0970 1.0510 -0.7313
H7 1.0254 2.6045 -1.8883
H8 0.8166 1.0621 -2.8375
H9 -0.6109 2.1473 -2.3378
H10 -0.7031 1.5277 -0.1549
H11 -0.3785 0.1146 -1.0231
H12 1.0824 1.0226 -0.2644

Computed properties:
- E_LUMO: 1.12 eV
- SMILES: CC.CC
- Relative energy (zero: lowest compared OMol25 entry of this formula, charge and spin): 21.1 kcal/mol
- Highest occupied orbital energy: -0.407 Eh

Mulliken population analysis, charges in e, atoms 1 to 6:
1. C -0.98
2. C -0.68
3. H 0.27
4. H 0.35
5. H 0.33
6. H 0.25

***

Entry 10:
ORCA calculation (the ωB97M-V functional and the def2-TZVPD basis) on 2 unconnected molecules or ions with the total composition C4H12 at a distorted geometry.

Element x y z (Å)
C1 1.5290 1.0976 -0.4893
C2 0.3062 1.7318 -1.1520
H1 1.8539 1.7886 0.2880
H2 1.4104 0.1429 0.0223
H3 2.2796 0.9162 -1.2576
H4 -0.4191 2.1349 -0.4294
H5 -0.2983 1.0686 -1.7671
H6 0.6018 2.6480 -1.6638
C3 -0.6231 -1.8924 0.2817
C4 -1.1886 -0.9492 1.3378
H7 -0.9831 -2.9085 0.4561
H8 -1.0383 -1.5776 -0.6734
H9 0.4602 -1.9767 0.2795
H10 -2.2750 -1.1000 1.3530
H11 -0.8281 -1.1361 2.3454
H12 -1.0750 0.0995 1.0849

Computed properties:
- E_LUMO: 1.19 eV
- SMILES: CC.CC
- Relative energy (zero: lowest compared OMol25 entry of this formula, charge and spin): 4.8 kcal/mol
- Highest occupied orbital energy: -0.427 Eh

Mulliken population analysis, charges in e, atoms 1 to 6:
1. C -0.66
2. C -0.91
3. H 0.24
4. H 0.16
5. H 0.30
6. H 0.27

***

Entry 11:
ORCA calculation (the ωB97M-V functional and the def2-TZVPD basis) on 2 unconnected molecules or ions with the total composition C4H12 at a distorted geometry.

Element x y z (Å)
C1 -1.2623 -1.1070 1.7087
C2 -0.1365 -0.2422 2.2692
H1 -2.0041 -0.4876 1.2099
H2 -0.8617 -1.5711 0.7947
H3 -1.5741 -1.9957 2.2402
H4 0.6361 -0.7974 2.7825
H5 -0.4587 0.5840 2.8943
H6 0.3531 0.2017 1.4114
C3 1.0881 0.5875 -1.3451
C4 0.2154 0.8320 -2.5698
H7 1.4314 -0.4463 -1.2542
H8 1.9704 1.1986 -1.1895
H9 0.5900 0.7146 -0.4058
H10 -0.3555 1.7433 -2.4124
H11 0.8375 0.7997 -3.4571
H12 -0.4690 -0.0142 -2.6768

Computed properties:
- E_LUMO: 1.11 eV
- SMILES: CC.CC
- Relative energy (zero: lowest compared OMol25 entry of this formula, charge and spin): 12.0 kcal/mol
- Highest occupied orbital energy: -0.417 Eh

Mulliken population analysis, charges in e, atoms 1 to 6:
1. C -0.84
2. C -0.58
3. H 0.29
4. H 0.23
5. H 0.34
6. H 0.30

***

Entry 12:
ORCA calculation (the ωB97M-V functional and the def2-TZVPD basis) on 2 unconnected molecules or ions with the total composition C4H12 at a distorted geometry.

Element x y z (Å)
C1 0.0079 2.4679 -1.9399
C2 -1.3507 2.0448 -1.3868
H1 0.2747 3.5073 -1.7781
H2 0.7844 1.9886 -1.3260
H3 0.2799 2.1014 -2.9257
H4 -2.0418 1.8091 -2.2044
H5 -1.2926 1.0716 -0.8864
H6 -1.7605 2.8139 -0.7442
C3 1.2015 -1.7818 1.4374
C4 0.0504 -2.6750 1.9025
H7 1.0805 -0.7544 1.7833
H8 2.1956 -2.1573 1.6856
H9 1.2287 -1.7053 0.3448
H10 0.3022 -3.7139 1.6972
H11 -0.8664 -2.4403 1.3653
H12 -0.0938 -2.5765 2.9756

Computed properties:
- E_LUMO: 1.04 eV
- SMILES: CC.CC
- Relative energy (zero: lowest compared OMol25 entry of this formula, charge and spin): 7.3 kcal/mol
- Highest occupied orbital energy: -0.418 Eh

Mulliken population analysis, charges in e, atoms 1 to 6:
1. C -0.82
2. C -0.69
3. H 0.29
4. H 0.23
5. H 0.29
6. H 0.25

***

Entry 13:
ORCA calculation (the ωB97M-V functional and the def2-TZVPD basis) on 2 unconnected molecules or ions with the total composition C4H12 at a distorted geometry.

Element x y z (Å)
C1 -0.0091 1.7498 -0.3714
C2 0.9264 2.7305 0.2000
H1 0.4321 1.1391 -1.1029
H2 -0.5321 1.1370 0.3957
H3 -0.6364 2.3260 -0.8375
H4 1.4024 2.3986 1.1303
H5 0.4231 3.6970 0.2564
H6 1.7181 3.0228 -0.5497
C3 0.2507 -2.5447 -0.0072
C4 -1.2517 -2.0545 0.1829
H7 0.7998 -1.8815 -0.7403
H8 0.6921 -2.3286 0.9765
H9 0.5579 -3.5785 -0.1863
H10 -1.5886 -2.1216 -0.7882
H11 -1.3083 -0.9902 0.5644
H12 -1.8762 -2.7012 0.8774

Computed properties:
- E_LUMO: 1.14 eV
- SMILES: CC.CC
- Relative energy (zero: lowest compared OMol25 entry of this formula, charge and spin): 28.0 kcal/mol
- Highest occupied orbital energy: -0.420 Eh

Mulliken population analysis, charges in e, atoms 1 to 6:
1. C -0.72
2. C -0.85
3. H 0.32
4. H 0.09
5. H 0.37
6. H 0.29

***

Entry 14:
ORCA calculation (the ωB97M-V functional and the def2-TZVPD basis) on 2 unconnected molecules or ions with the total composition C4H12 at a distorted geometry.

Element x y z (Å)
C1 -2.2797 -0.7823 0.0189
C2 -1.2211 -1.6918 0.6242
H1 -3.2498 -1.2892 0.0910
H2 -2.4730 0.1881 0.4556
H3 -2.2534 -0.7108 -1.0725
H4 -0.2737 -1.1885 0.8387
H5 -0.8624 -2.4645 -0.0507
H6 -1.6208 -2.0714 1.5606
C3 1.8170 1.6270 -0.9631
C4 1.8225 0.9000 0.3485
H7 1.2062 2.5343 -0.9717
H8 2.7954 1.9492 -1.3122
H9 1.3693 1.0044 -1.7393
H10 2.3094 1.4028 1.1745
H11 2.1105 -0.1494 0.2670
H12 0.8036 0.7422 0.7305

Computed properties:
- E_LUMO: 1.14 eV
- SMILES: CC.CC
- Relative energy (zero: lowest compared OMol25 entry of this formula, charge and spin): 8.9 kcal/mol
- Highest occupied orbital energy: -0.420 Eh

Mulliken population analysis, charges in e, atoms 1 to 6:
1. C -0.95
2. C -0.55
3. H 0.33
4. H 0.30
5. H 0.30
6. H 0.05

***

Entry 15:
ORCA calculation (the ωB97M-V functional and the def2-TZVPD basis) on 2 unconnected molecules or ions with the total composition C4H12 at a distorted geometry.

Element x y z (Å)
C1 -0.9265 -1.0923 1.9147
C2 0.5262 -0.6888 1.9069
H1 -1.2457 -1.5134 0.9669
H2 -1.2305 -1.7472 2.7376
H3 -1.5665 -0.2292 2.1379
H4 1.1857 -1.5292 1.6953
H5 0.7458 0.0626 1.1492
H6 0.8910 -0.2015 2.8152
C3 0.1044 0.2054 -1.5099
C4 0.3059 1.4741 -2.3435
H7 1.0738 -0.1851 -1.2166
H8 -0.4241 0.4789 -0.5976
H9 -0.5808 -0.4689 -2.0124
H10 1.0760 2.1067 -1.8919
H11 0.6813 1.2786 -3.3490
H12 -0.6161 2.0493 -2.4028

Computed properties:
- E_LUMO: 1.16 eV
- SMILES: CC.CC
- Relative energy (zero: lowest compared OMol25 entry of this formula, charge and spin): 4.5 kcal/mol
- Highest occupied orbital energy: -0.424 Eh

Mulliken population analysis, charges in e, atoms 1 to 6:
1. C -0.86
2. C -0.71
3. H 0.26
4. H 0.33
5. H 0.26
6. H 0.25